# 1
Computed, not measured: a molecular structure, C4H7NOS, with wB97M-V/def2-TZVPD.

2S+1: 3
Lowest unoccupied orbital energy (alpha / beta): 0.0291 / -0.0608 Ha
Kohn-Sham gap (alpha / beta): 6.51 / 7.28 eV
HOMO (alpha / beta): -5.71 / -8.94 eV

Positions of all 14 atoms, in Å:
1 H 2.287 0.012 -0.080
2 C -1.633 1.141 -0.386
3 H 1.557 -1.655 -1.461
4 H 0.691 0.004 1.798
5 O -1.776 0.770 1.700
6 H -0.137 -1.162 -0.876
7 S -3.079 1.244 0.739
8 H -1.712 0.924 -1.412
9 C -0.881 0.673 0.639
10 H 1.078 0.843 -0.912
11 C 1.207 0.071 -0.154
12 N 0.419 0.525 0.983
13 C 0.877 -1.356 -0.689
14 H 1.102 -2.035 0.111



# 2
Computed, not measured: C4H7NOS2 in the gas phase, with wB97M-V/def2-TZVPD.

2S+1: 1
Lowest unoccupied orbital energy: -0.0597 Ha
Kohn-Sham gap: 7.05 eV
SMILES: NC(=S)C(=S)CCO
HOMO: -8.68 eV

Positions of all 15 atoms, in Å:
1 C -0.914 -0.873 0.200
2 H -2.749 -0.029 1.253
3 C -1.632 0.247 0.696
4 H -1.392 -1.478 0.968
5 H -1.742 0.965 -1.278
6 H -1.040 -1.160 -0.978
7 H 2.483 0.505 0.616
8 H -0.986 0.562 1.692
9 S 0.493 -0.030 -2.344
10 S 1.257 -1.454 1.433
11 H 3.505 0.939 -1.000
12 N 2.498 0.740 -0.428
13 C 1.184 0.218 -0.847
14 C 0.607 -0.559 0.283
15 O -1.572 1.407 -0.266



# 3
Computed, not measured: C4H7NP2S in the gas phase, with wB97M-V/def2-TZVPD.

2S+1: 1
Lowest unoccupied orbital energy: -0.0169 Ha
Kohn-Sham gap: 7.25 eV
SMILES: C/C(=N/C#[PH2])SC#[PH2]
HOMO: -7.71 eV

Positions of all 15 atoms, in Å:
1 H 2.186 -2.630 0.456
2 P 3.032 -1.593 0.016
3 N 1.128 0.384 -0.148
4 C -1.724 -0.880 0.060
5 H 3.412 -2.142 -1.230
6 H -3.385 -1.715 -1.315
7 P -3.411 -1.489 0.070
8 H 0.243 2.568 1.772
9 S -1.677 0.766 -0.319
10 C 2.013 -0.311 -0.638
11 H -0.470 3.293 0.166
12 H 1.252 2.832 0.107
13 C 0.153 1.195 -0.034
14 C 0.261 2.527 0.576
15 H -3.013 -2.805 0.460



# 4
Computed, not measured: C4H7NS in the gas phase, with wB97M-V/def2-TZVPD.

2S+1: 1
Lowest unoccupied orbital energy: 0.0380 Ha
Kohn-Sham gap: 9.37 eV
SMILES: C=NSC1CC1
HOMO: -8.33 eV

Positions of all 13 atoms, in Å:
1 H 3.961 0.601 -0.308
2 H -2.163 -1.612 -0.164
3 C -1.696 0.482 0.626
4 C -0.594 0.099 -0.311
5 H 3.386 -0.707 0.829
6 H -2.301 1.490 0.502
7 S 0.739 -0.831 0.205
8 C 3.133 0.059 0.031
9 H -0.342 0.771 -1.128
10 H -2.548 -0.230 -1.199
11 N 1.930 0.270 -0.299
12 C -1.941 -0.593 -0.421
13 H -1.563 0.203 1.637



# 5
Computed, not measured: C4H7NS in the gas phase, with wB97M-V/def2-TZVPD.

2S+1: 1
Lowest unoccupied orbital energy: 0.0270 Ha
Kohn-Sham gap: 10.07 eV
SMILES: CCSCC#N
HOMO: -9.33 eV

Positions of all 13 atoms, in Å:
1 S 0.673 -1.492 -0.547
2 C 0.895 1.384 -0.391
3 C -1.877 -0.280 -0.075
4 C 1.237 0.027 0.347
5 H 1.697 2.116 -0.278
6 N -2.424 0.684 -0.382
7 H 0.061 1.864 0.134
8 H 0.621 0.078 1.232
9 H -1.177 -1.781 1.107
10 H 0.748 1.433 -1.464
11 H 2.233 -0.200 0.722
12 H -1.624 -2.276 -0.491
13 C -1.064 -1.558 0.085



# 6
Computed, not measured: C4H7NS in the gas phase, with wB97M-V/def2-TZVPD.

2S+1: 1
Lowest unoccupied orbital energy: -0.0002 Ha
Kohn-Sham gap: 7.91 eV
SMILES: CN/C=C/C=S
HOMO: -7.92 eV

Positions of all 13 atoms, in Å:
1 N 0.350 1.241 -0.627
2 H -0.655 1.465 -2.577
3 C 0.253 -1.650 1.727
4 H -0.828 -1.135 0.000
5 C 0.564 0.484 0.456
6 H 1.307 0.812 1.183
7 H -0.237 -2.620 1.618
8 H -1.645 0.679 -1.212
9 H -0.238 -0.169 -2.066
10 S 1.201 -1.379 3.042
11 H 0.623 2.199 -0.549
12 C -0.077 -0.759 0.672
13 C -0.617 0.832 -1.666



# 7
Computed, not measured: C4H7NS in the gas phase, with wB97M-V/def2-TZVPD.

2S+1: 1
Lowest unoccupied orbital energy: 0.0293 Ha
Kohn-Sham gap: 9.51 eV
SMILES: C=NC/C=C\S
HOMO: -8.72 eV

Positions of all 13 atoms, in Å:
1 H 2.467 -0.218 0.740
2 H 0.098 -0.384 -2.241
3 H -1.742 0.539 0.930
4 C 0.197 0.054 0.116
5 C -1.881 -0.126 -1.074
6 C 1.989 0.185 1.607
7 N 0.754 0.364 1.449
8 S -1.162 -0.732 -2.571
9 H 0.561 -0.902 -0.109
10 H 2.314 0.339 2.574
11 C -1.287 0.113 0.074
12 H 0.569 0.817 -0.472
13 H -2.876 -0.047 -1.023



# 8
Computed, not measured: C4H7NS in the gas phase, with wB97M-V/def2-TZVPD.

2S+1: 1
Lowest unoccupied orbital energy: 0.0103 Ha
Kohn-Sham gap: 8.82 eV
SMILES: C[C@@H]1CN1C=S
HOMO: -8.54 eV

Positions of all 13 atoms, in Å:
1 C 1.866 -0.785 0.064
2 C 0.421 1.245 -0.027
3 H -0.474 0.061 1.507
4 C -1.780 -0.478 -0.340
5 H 0.161 1.887 -0.924
6 H 1.113 1.560 0.700
7 H -2.337 -1.425 0.217
8 S 3.298 -0.016 -0.175
9 H 1.717 -1.734 0.742
10 C -0.583 0.161 0.376
11 H -2.695 0.448 -0.352
12 N 0.725 -0.129 -0.290
13 H -1.431 -0.795 -1.497



# 9
Computed, not measured: 2 unconnected molecules or ions with the total composition C4H7NS, with wB97M-V/def2-TZVPD.

2S+1: 1
Lowest unoccupied orbital energy: 0.0213 Ha
Kohn-Sham gap: 9.39 eV
SMILES: C=CS.CC#N
HOMO: -8.81 eV

Positions of all 13 atoms, in Å:
1 H 2.694 -0.172 0.542
2 S -2.996 1.833 0.306
3 C 3.677 -0.524 0.242
4 H 4.121 -1.110 1.043
5 C 4.526 0.644 -0.042
6 N 5.179 1.565 -0.267
7 H -2.836 1.165 1.448
8 H -3.718 0.738 -1.666
9 C -3.565 -0.797 -0.219
10 H 3.599 -1.129 -0.657
11 C -3.482 0.449 -0.653
12 H -3.324 -1.069 0.797
13 H -3.876 -1.592 -0.874



# 10
Computed, not measured: C4H7NS in the gas phase, with wB97M-V/def2-TZVPD.

2S+1: 1
Lowest unoccupied orbital energy (alpha / beta): 0.0157 / -0.0206 Ha
Kohn-Sham gap (alpha / beta): 8.42 / 6.89 eV
HOMO (alpha / beta): -8.00 / -7.45 eV

Positions of all 13 atoms, in Å:
1 H 2.029 0.080 1.884
2 H 0.659 0.921 2.127
3 H -1.072 -1.743 -0.584
4 C 0.582 -0.321 -0.860
5 H 1.258 -0.636 -1.630
6 N -1.840 -0.084 -0.682
7 H -1.011 -1.045 -2.182
8 C 1.456 0.841 1.474
9 H -1.967 0.851 -1.146
10 S -2.131 0.019 0.946
11 C -0.853 -0.905 -1.184
12 H 1.933 1.834 1.576
13 C 0.957 0.188 0.261



# 11
Computed, not measured: C4H7NS3 in the gas phase, with wB97M-V/def2-TZVPD.

2S+1: 1
Lowest unoccupied orbital energy: -0.0185 Ha
Kohn-Sham gap: 8.42 eV
SMILES: S=C(S)C1(S)CNC1
HOMO: -8.92 eV

Positions of all 15 atoms, in Å:
1 N 2.345 0.641 -1.108
2 S -1.728 1.501 0.378
3 C 1.427 1.334 -0.183
4 C 1.371 -0.460 -1.239
5 H 1.739 -1.446 -1.221
6 H -0.786 -2.082 -0.745
7 C 0.576 0.040 0.001
8 S 1.078 -0.955 1.438
9 H 0.522 -0.150 2.354
10 S -1.803 -1.239 -0.633
11 C -0.921 0.159 -0.058
12 H 1.886 1.749 0.745
13 H 0.842 2.122 -0.685
14 H 0.775 -0.359 -2.176
15 H 3.144 0.314 -0.568



# 12
Computed, not measured: C4H7NS3 in the gas phase, with wB97M-V/def2-TZVPD.

2S+1: 1
Lowest unoccupied orbital energy: 0.0186 Ha
Kohn-Sham gap: 9.26 eV
SMILES: C[C@@H]1C=N[C@H](SS)S1
HOMO: -8.76 eV

Positions of all 15 atoms, in Å:
1 H -1.273 0.824 -1.961
2 H 2.086 2.257 -0.178
3 C -1.164 -0.535 -0.299
4 C -1.356 0.844 -0.814
5 H 1.664 -2.232 0.955
6 S 0.380 -1.386 -1.014
7 N 0.518 -0.635 1.493
8 H -2.352 1.088 -0.444
9 H -2.114 -1.240 -0.467
10 S 2.299 1.214 -0.997
11 C -0.656 -0.289 1.183
12 S 2.847 -0.145 0.403
13 H -1.436 -0.064 1.945
14 H -0.740 1.531 -0.293
15 C 1.295 -1.232 0.487



Going through the records in order, we get F_max values of 0.08783; 0.11523; 0.05603; 0.06353; 0.04744; 0.05502; 0.07619; 0.07573; 0.01203; 0.08600; 0.03433; 0.05595 Eh/bohr.
Going through the records in order, we get electronic energy values of -684.59733; -1082.80881; -1292.02962; -609.46542; -609.51576; -609.50896; -609.46728; -609.42587; -609.50830; -609.38166; -1405.87659; -1405.88127 Eh.
Going through the records in order, we get energy above the lowest of the compared OMol25 structures with the same formula, charge and spin values of 41.00; 116.73; 100.68; 58.40; 26.81; 31.08; 57.23; 83.22; 31.50; 110.96; 29.43; 26.50 kcal/mol.